(1)
Here is one molecule with the formula C18H21BrClNO2 from the OMol25 dataset. Energies are from ωB97M-V with the def2-TZVPD basis set.

```
! RIJCOSX wB97M-V def2-TZVPD def2/J DEFGRID3
* xyz 0 1
C 2.137 -2.146 -4.259
C 1.369 -1.594 -3.078
C 0.012 -1.021 -3.429
O -0.662 -1.234 -4.395
C -0.368 -0.128 -2.247
H -0.448 0.915 -2.558
C 0.790 -0.347 -1.264
C 0.886 0.721 -0.180
O 1.770 1.552 -0.144
N -0.106 0.667 0.731
H -0.842 -0.018 0.655
C -0.197 1.598 1.828
C -0.070 0.937 3.176
C 0.475 -0.333 3.317
C 0.590 -0.930 4.560
C 0.159 -0.260 5.691
C -0.380 1.009 5.577
C -0.488 1.596 4.328
Cl -1.153 3.192 4.215
H -0.715 1.546 6.451
H 0.244 -0.721 6.664
H 1.017 -1.917 4.643
H 0.821 -0.854 2.437
H 0.617 2.321 1.696
H -1.149 2.138 1.775
C 0.696 -1.793 -0.745
H 1.421 -1.956 0.053
H -0.290 -2.026 -0.344
C 1.017 -2.638 -1.990
H 1.865 -3.303 -1.830
H 0.169 -3.251 -2.298
C 1.986 -0.432 -2.262
C 3.313 -0.760 -1.584
H 4.094 -0.852 -2.335
H 3.575 0.056 -0.916
H 3.285 -1.682 -1.013
C 2.196 0.831 -3.102
H 1.389 1.005 -3.810
H 2.289 1.692 -2.445
H 3.118 0.741 -3.671
Br -2.161 -0.577 -1.609
H 1.535 -2.893 -4.771
H 2.367 -1.353 -4.966
H 3.065 -2.607 -3.930
*
```

Computed properties:
E_HOMO (eV): -9.28
ΔE to the lowest compared entry with this formula, charge and spin (kcal/mol): 0.0
Orbital gap (eV): 9.60


(2)
Here is one molecule with the formula C18H21ClN2O6S from the OMol25 dataset. Energies are from ωB97M-V with the def2-TZVPD basis set.

```
! RIJCOSX wB97M-V def2-TZVPD def2/J DEFGRID3
* xyz 0 1
O 2.409 0.599 -1.625
O 3.754 -2.146 1.000
O -1.357 3.554 -6.068
O -0.902 4.534 -3.939
Cl -3.229 1.720 -4.749
O 2.156 -1.636 -2.148
O -1.809 0.814 4.990
C 1.925 -0.345 -2.256
C 2.810 -1.711 0.320
C 0.338 -2.179 0.418
C 1.470 -1.540 0.953
C -0.716 -1.740 1.167
C 1.172 -0.833 2.110
C -1.550 -0.249 -3.685
C -0.375 -0.739 -3.100
C 0.639 1.357 -3.572
C -1.631 1.066 -4.223
C 0.678 0.095 -2.888
C -0.477 1.797 -4.245
N -0.243 -0.809 2.188
N 0.964 3.942 -5.466
C -2.160 0.795 6.376
C -2.150 -2.111 1.006
C 2.151 -0.278 3.034
C 3.023 -2.068 -1.100
C -1.281 -0.349 4.442
C -1.056 0.088 3.023
S -0.509 3.521 -4.913
H 0.075 -2.699 -0.535
H -2.370 -0.896 -3.806
H -0.498 -1.776 -2.827
H 1.573 1.963 -3.584
H 1.115 3.273 -6.210
H 0.745 4.828 -5.921
H -1.516 0.116 6.941
H -2.131 1.759 6.866
H -3.199 0.454 6.411
H -2.604 -2.154 2.039
H -2.357 -3.096 0.585
H -2.532 -1.313 0.517
H 1.716 -0.067 3.962
H 2.501 0.746 2.753
H 3.102 -0.905 3.151
H 3.203 -3.180 -1.256
H 3.972 -1.505 -1.307
H -1.965 -1.221 4.535
H -0.394 -0.629 4.960
H -2.038 0.187 2.597
H -0.440 0.962 3.083
*
```

Computed properties:
E_HOMO (eV): -8.00
ΔE to the lowest compared entry with this formula, charge and spin (kcal/mol): 78.3
Orbital gap (eV): 7.81


(3)
Here is C18H21CoN5OS as an isolated structure from the OMol25 dataset. Energies are from ωB97M-V with the def2-TZVPD basis set.

```
! RIJCOSX wB97M-V def2-TZVPD def2/J DEFGRID3
* xyz 2 2
Co 0.591 -0.052 0.203
C -0.009 -1.107 -2.424
N -0.525 -1.167 -1.039
C -0.783 -2.507 -0.471
C -0.599 -2.372 1.009
N 0.051 -1.333 1.511
C 0.073 -1.502 2.897
C 0.635 -0.722 3.905
C 0.487 -1.173 5.200
C -0.193 -2.368 5.491
C -0.744 -3.151 4.498
C -0.595 -2.688 3.196
N -1.007 -3.208 1.969
C 0.799 0.151 -2.511
N 1.210 0.761 -1.408
C 1.944 1.878 -1.816
C 2.611 2.852 -1.078
C 3.261 3.839 -1.790
C 3.257 3.858 -3.195
C 2.608 2.891 -3.933
C 1.952 1.903 -3.209
N 1.211 0.790 -3.610
H -0.815 -1.122 -3.160
H 0.633 -1.970 -2.611
H -1.382 -0.602 -0.974
H -0.055 -3.217 -0.869
H -1.781 -2.872 -0.724
H 1.182 0.187 3.686
H 0.913 -0.603 6.014
H -0.280 -2.683 6.521
H -1.259 -4.074 4.725
H -1.514 -4.068 1.828
H 2.639 2.830 0.004
H 3.797 4.613 -1.258
H 3.785 4.649 -3.709
H 2.614 2.904 -5.015
H 1.027 0.510 -4.561
C -1.617 1.693 2.354
S -1.040 1.518 0.683
C -0.769 3.215 0.234
O -2.142 0.974 -0.148
H -2.529 2.288 2.324
H -0.850 2.178 2.957
H -1.824 0.695 2.736
H -0.026 3.655 0.899
H -1.724 3.733 0.315
H -0.413 3.231 -0.794
*
```

Computed properties:
E_HOMO (alpha / beta) (eV): -14.75 / -14.72
ΔE to the lowest compared entry with this formula, charge and spin (kcal/mol): 0.0
⟨S²⟩: 0.7628
Orbital gap (alpha / beta) (eV): 7.55 / 8.00


(4)
Here is C18H21CoS3 as an isolated structure from the OMol25 dataset. Energies are from ωB97M-V with the def2-TZVPD basis set.

```
! RIJCOSX wB97M-V def2-TZVPD def2/J DEFGRID3
* xyz 0 5
Co -0.074 -0.182 -1.749
C 0.627 3.236 0.199
C -0.822 3.140 0.558
C -1.093 3.254 2.086
C -1.315 1.833 -0.119
C -1.857 1.809 -1.318
C -2.291 0.630 -1.889
C -2.254 -0.568 -1.162
C -2.786 -1.805 -1.934
C -1.679 -0.533 0.099
C -1.158 0.633 0.632
H 0.952 4.308 0.431
H 0.807 3.096 -0.837
H 1.346 2.573 0.756
H -1.324 3.993 0.093
H -0.289 2.625 2.521
H -2.170 2.884 2.153
H -0.889 4.277 2.384
H -1.969 2.707 -1.996
H -2.775 0.787 -2.817
H -3.706 -2.177 -1.386
H -2.118 -2.660 -1.998
H -2.997 -1.585 -2.977
H -1.785 -1.374 0.788
H -0.568 0.658 1.535
S 2.660 -0.920 -4.771
C 1.765 -0.902 -3.464
S 0.256 -1.811 -3.207
S 2.091 0.136 -2.106
C 3.562 -2.192 -0.048
C 2.478 -2.097 0.834
C 2.560 -1.152 1.891
C 1.488 -0.989 2.729
C 0.383 -1.851 2.615
C 0.376 -2.857 1.587
C 1.430 -3.079 0.814
H 3.398 -2.831 -0.948
H 4.299 -1.347 -0.153
H 3.416 -0.553 1.939
H 1.458 -0.004 3.295
H -0.424 -1.688 3.301
H -0.479 -3.612 1.619
H 1.472 -3.813 0.020
*
```

Computed properties:
E_HOMO (alpha / beta) (eV): -7.25 / -7.53
ΔE to the lowest compared entry with this formula, charge and spin (kcal/mol): 4.2
⟨S²⟩: 6.0661
Orbital gap (alpha / beta) (eV): 7.17 / 6.80


(5)
Here is a 4-piece molecular cluster, C18H21F16NO5S overall from the OMol25 dataset. Energies are from ωB97M-V with the def2-TZVPD basis set.

```
! RIJCOSX wB97M-V def2-TZVPD def2/J DEFGRID3
* xyz -1 2
O 0.345 2.386 -0.448
S -0.514 1.202 -0.360
O -1.943 1.235 0.016
O -0.503 0.306 -1.782
C 0.481 0.645 -2.752
C -0.071 1.629 -3.813
C 0.284 -0.119 0.697
H 0.891 -0.196 -3.311
H 1.339 1.097 -2.254
H 0.604 1.703 -4.665
H -0.340 2.606 -3.411
H -0.957 1.141 -4.221
H 0.116 0.352 1.666
H 1.270 -0.422 0.344
H -0.310 -1.016 0.523
N 4.318 -3.334 0.055
C 5.569 -3.353 -0.504
C 6.510 -2.421 -0.206
C 6.163 -1.309 0.596
C 4.961 -1.340 1.334
C 4.055 -2.359 1.001
H 5.701 -4.098 -1.275
H 7.464 -2.383 -0.711
H 6.926 -0.562 0.759
H 4.727 -0.556 2.039
H 3.038 -2.234 1.341
C -2.128 3.388 4.413
C -2.336 1.911 3.947
C -3.577 1.815 3.026
F -3.928 0.540 2.776
F -4.574 2.403 3.650
F -1.252 1.399 3.310
F -2.539 1.117 4.997
O -1.945 4.267 3.309
C -2.682 5.531 3.497
C -2.454 6.493 2.224
F -2.735 5.848 1.032
F -3.143 7.632 2.336
F -3.972 5.279 3.713
F -2.125 6.228 4.529
H -1.158 3.419 4.909
H -2.928 3.693 5.087
H -3.424 2.484 2.179
H -1.450 6.910 2.143
C -0.035 -3.156 -3.590
C 1.280 -3.694 -2.861
C 1.043 -4.441 -1.576
F -0.155 -4.314 -0.916
F 1.049 -5.807 -1.793
F 2.032 -4.467 -3.678
F 2.019 -2.632 -2.632
O -0.838 -2.403 -2.549
C -2.251 -2.662 -2.524
C -2.990 -2.104 -1.302
F -4.281 -2.206 -1.151
F -2.470 -2.689 -0.185
F -2.741 -2.408 -3.728
F -2.384 -4.019 -2.488
H -0.471 -4.055 -4.026
H 0.227 -2.588 -4.483
H 1.917 -4.264 -0.949
H -2.723 -1.047 -1.305
*
```

Computed properties:
E_HOMO (alpha / beta) (eV): 0.02 / -4.47
⟨S²⟩: 0.7629
Orbital gap (alpha / beta) (eV): 2.05 / 6.55


(6)
Here is C18H21MnP2 as an isolated structure from the OMol25 dataset. Energies are from ωB97M-V with the def2-TZVPD basis set.

```
! RIJCOSX wB97M-V def2-TZVPD def2/J DEFGRID3
* xyz 0 5
C 3.413 1.259 -1.033
C 4.163 0.777 -2.099
C 3.655 0.018 -3.161
C 2.295 -0.286 -3.331
C 1.267 0.198 -2.530
Mn 1.592 0.982 -0.884
P 1.722 2.651 0.816
H 3.989 1.831 -0.289
H 5.241 1.002 -2.123
H 4.357 -0.349 -3.914
H 0.235 0.005 -2.879
H 2.036 -0.930 -4.178
H 0.723 3.650 1.056
H 2.878 3.480 0.774
H 1.903 2.132 2.141
C 1.027 -1.581 0.836
P -0.039 -0.305 0.119
C -1.437 -1.225 -0.606
C -1.188 -2.085 -1.689
C -2.126 -3.060 -2.037
C -3.335 -3.162 -1.341
C -3.641 -2.214 -0.359
C -2.711 -1.233 -0.011
C -0.833 0.561 1.514
C -1.747 1.582 1.190
C -2.257 2.399 2.198
C -1.871 2.196 3.525
C -0.999 1.152 3.846
C -0.491 0.320 2.846
H 1.342 -2.261 0.037
H 0.431 -2.146 1.559
H 1.903 -1.143 1.331
H -0.239 -2.014 -2.233
H -1.901 -3.761 -2.842
H -4.036 -3.968 -1.565
H -4.599 -2.250 0.156
H -2.969 -0.515 0.765
H -2.044 1.741 0.153
H -2.948 3.199 1.941
H -2.240 2.862 4.306
H -0.701 0.990 4.881
H 0.181 -0.499 3.114
*
```

Computed properties:
E_HOMO (alpha / beta) (eV): -5.51 / -6.24
ΔE to the lowest compared entry with this formula, charge and spin (kcal/mol): 0.0
⟨S²⟩: 6.1597
Orbital gap (alpha / beta) (eV): 5.88 / 6.28


(7)
Here is a 2-piece molecular cluster, C18H21N2O overall from the OMol25 dataset. Energies are from ωB97M-V with the def2-TZVPD basis set.

```
! RIJCOSX wB97M-V def2-TZVPD def2/J DEFGRID3
* xyz 1 1
C 1.464 1.108 -3.185
N 0.213 0.394 -3.203
C 0.198 -1.038 -3.022
N -0.929 1.094 -2.912
C -1.900 1.439 -3.857
O -1.786 1.173 -5.038
H 2.194 0.534 -3.761
H 1.316 2.075 -3.684
H 1.835 1.280 -2.164
H 1.020 -1.464 -3.609
H 0.303 -1.331 -1.960
H -0.749 -1.441 -3.417
H -1.129 1.327 -1.937
H -2.739 1.976 -3.357
C -0.105 -1.843 0.948
C -1.036 -2.525 1.807
C -1.289 -3.915 1.620
C -2.147 -4.606 2.465
C -2.768 -3.951 3.542
C -2.533 -2.586 3.747
C -1.683 -1.869 2.900
C 0.030 -0.445 0.853
C 1.145 0.191 0.275
C 1.463 1.573 0.570
C 2.812 2.041 0.531
C 3.109 3.384 0.777
C 2.091 4.289 1.116
C 0.782 3.826 1.251
C 0.466 2.485 1.010
H 0.581 -2.459 0.359
H -0.780 -4.432 0.807
H -2.329 -5.667 2.311
H -3.414 -4.492 4.225
H -2.992 -2.060 4.585
H -1.453 -0.821 3.086
H -0.730 0.160 1.380
H 1.986 -0.461 -0.010
H 3.617 1.337 0.322
H 4.132 3.743 0.681
H 2.314 5.341 1.276
H -0.024 4.508 1.521
H -0.551 2.126 1.152
*
```

Computed properties:
E_HOMO (eV): -11.11
ΔE to the lowest compared entry with this formula, charge and spin (kcal/mol): 67.1
Orbital gap (eV): 5.02


(8)
Here is an isolated ion of composition C18H21N2O5 and charge -1 from the OMol25 dataset. Energies are from ωB97M-V with the def2-TZVPD basis set.

```
! RIJCOSX wB97M-V def2-TZVPD def2/J DEFGRID3
* xyz -1 1
C -6.439 -1.872 -0.635
C -5.373 -0.911 -0.119
C -4.980 0.114 -1.179
C -3.985 1.167 -0.687
C -2.613 0.603 -0.293
C -2.457 0.389 1.214
C -1.149 -0.337 1.506
O -1.193 -1.487 1.916
C 0.089 0.389 1.258
C 1.260 -0.391 1.004
O 1.322 -1.594 0.829
N 2.492 0.339 0.885
C 2.620 1.696 0.996
O 3.690 2.283 0.970
N 1.441 2.353 1.171
C 0.151 1.806 1.314
O -0.750 2.623 1.504
H 1.495 3.359 1.262
C 3.667 -0.396 0.596
C 4.140 -1.344 1.483
C 5.301 -2.048 1.204
C 5.994 -1.786 0.039
C 5.524 -0.845 -0.865
C 4.347 -0.154 -0.609
O 3.772 0.742 -1.457
C 4.487 1.140 -2.594
H 4.632 0.308 -3.295
H 3.878 1.907 -3.071
H 5.460 1.566 -2.327
H 6.078 -0.670 -1.775
H 6.909 -2.318 -0.183
H 5.664 -2.789 1.900
H 3.585 -1.529 2.389
H -2.454 1.357 1.713
H -3.270 -0.224 1.606
H -1.833 1.298 -0.606
H -2.439 -0.342 -0.815
H -3.854 1.896 -1.492
H -4.412 1.701 0.164
H -5.884 0.623 -1.529
H -4.548 -0.410 -2.036
H -5.754 -0.389 0.763
H -4.494 -1.481 0.180
H -6.704 -2.598 0.131
H -6.073 -2.413 -1.506
H -7.339 -1.331 -0.923
*
```

Computed properties:
E_HOMO (eV): -4.70
ΔE to the lowest compared entry with this formula, charge and spin (kcal/mol): 4.9
Orbital gap (eV): 7.57


(9)
Here is C18H21N2O6RuS2SeSi as an isolated structure from the OMol25 dataset. Energies are from ωB97M-V with the def2-TZVPD basis set.

```
! RIJCOSX wB97M-V def2-TZVPD def2/J DEFGRID3
* xyz -1 5
Ru 0.634 0.325 -0.318
S -1.050 -3.760 2.054
C -0.955 -2.697 3.423
C -1.165 -2.981 4.769
C -1.046 -1.943 5.674
C -0.734 -0.648 5.247
C -0.527 -0.362 3.912
C -0.626 -1.405 2.988
N -0.447 -1.292 1.617
C -0.647 -2.407 1.009
C -0.553 -2.526 -0.446
C -0.964 -3.702 -1.080
C -0.940 -3.802 -2.456
C -0.495 -2.717 -3.202
C -0.072 -1.556 -2.575
C -0.097 -1.425 -1.185
H -1.415 -3.982 5.097
H -1.200 -2.137 6.729
H -0.648 0.148 5.976
H -0.285 0.635 3.569
H -1.317 -4.538 -0.487
H -1.263 -4.714 -2.943
H -0.466 -2.777 -4.284
H 0.309 -0.744 -3.174
N 2.541 -0.502 0.637
C 2.753 -0.069 2.023
C 1.832 1.092 2.416
O 2.081 1.693 3.454
O 0.805 1.256 1.666
H 2.635 -1.504 0.525
H 3.234 -0.070 0.022
H 3.786 0.226 2.202
H 2.514 -0.887 2.705
O 2.642 2.177 -3.113
S 2.708 1.481 -1.851
O 1.731 2.094 -0.840
O 2.111 0.082 -1.967
O 4.027 1.382 -1.250
C -3.112 3.344 -2.503
Si -1.340 2.755 -2.275
C -0.757 1.856 -3.802
C -0.255 4.224 -1.917
Se -1.521 1.331 -0.461
H -3.180 4.010 -3.368
H -3.453 3.895 -1.623
H -3.792 2.503 -2.661
H -0.995 2.443 -4.695
H -1.231 0.878 -3.896
H 0.331 1.729 -3.760
H -0.402 4.958 -2.718
H 0.791 3.934 -1.894
H -0.513 4.697 -0.968
*
```

Computed properties:
E_HOMO (alpha / beta) (eV): -5.47 / -5.67
⟨S²⟩: 6.0328
Orbital gap (alpha / beta) (eV): 7.69 / 6.48


(10)
Here is one molecule with the formula C18H21N3 from the OMol25 dataset. Energies are from ωB97M-V with the def2-TZVPD basis set.

```
! RIJCOSX wB97M-V def2-TZVPD def2/J DEFGRID3
* xyz 0 1
C -0.931 -3.319 -2.498
N -0.580 -1.935 -2.244
C -0.618 -1.176 -3.479
H 0.100 -1.604 -4.178
H -0.342 -0.141 -3.283
H -1.612 -1.186 -3.951
C -1.438 -1.331 -1.234
C -1.191 -1.891 0.172
H -1.678 -2.859 0.293
H -1.642 -1.201 0.888
C 0.301 -2.055 0.504
N 1.087 -0.888 0.152
C 0.865 0.348 0.706
C 0.729 0.536 2.103
C 1.124 -0.415 3.071
C 0.914 -0.198 4.402
C 0.288 0.983 4.841
C -0.045 1.955 3.947
C 0.203 1.785 2.562
N -0.069 2.804 1.752
C 0.275 2.705 0.472
C 0.096 3.846 -0.351
C 0.424 3.817 -1.672
C 0.957 2.648 -2.243
C 1.127 1.524 -1.487
C 0.781 1.502 -0.116
H 1.578 0.652 -1.942
H 1.238 2.646 -3.287
H 0.292 4.694 -2.290
H -0.288 4.736 0.121
H -0.473 2.894 4.260
H 0.108 1.125 5.897
H 1.243 -0.926 5.129
H 1.668 -1.291 2.752
H 1.174 -0.851 -0.856
H 0.719 -2.886 -0.068
H 0.391 -2.283 1.564
H -1.227 -0.258 -1.226
H -2.507 -1.453 -1.483
H -1.953 -3.425 -2.894
H -0.854 -3.897 -1.581
H -0.234 -3.732 -3.226
*
```

Computed properties:
E_HOMO (eV): -7.36
ΔE to the lowest compared entry with this formula, charge and spin (kcal/mol): 15.7
Orbital gap (eV): 7.20


Short version: maximum force = 0.609, 4.906, 0.096, 5.553, 4.584, 1.887, 2.607, 0.592, 0.584, 0.663 eV Å⁻¹, in the order given.